1.
Molecular formula: C8H32N2O7
Method: DFT, ωB97M-V/def2-TZVPD

Its frontier orbital gap (alpha / beta) is 9.30 / 3.55 eV. The expectation value of S² is 0.754. Its LUMO energy (alpha / beta) is -0.0925 / -0.3039 hartree.

ORCA input file:
```
! RIJCOSX wB97M-V def2-TZVPD def2/J DEFGRID3
* xyz 1 2
H -16.79929 -4.97060 -26.77384
O -13.48627 -6.19091 -19.60175
O -11.60948 -2.53619 -21.60003
O -14.18053 -6.61270 -23.88889
H -17.21274 -5.37942 -24.81714
H -8.98530 -6.45133 -22.39259
H -13.66865 -8.70083 -24.04453
H -12.31871 -2.97625 -24.76402
C -11.16062 -4.64814 -25.40244
O -14.07164 -3.58342 -18.65855
C -15.20243 -5.10810 -25.46181
H -14.21389 -2.97610 -22.91614
H -13.86796 -5.28204 -21.04386
H -10.43380 -4.69888 -27.44550
O -9.45052 -4.76733 -23.50478
H -10.63807 -6.21571 -24.03638
H -14.02689 -5.32430 -22.54880
H -12.39213 -7.57924 -24.52773
H -12.84907 -7.71919 -22.83317
H -12.20702 -2.78820 -22.30406
H -14.34830 -1.74343 -23.78467
H -14.37733 -4.45705 -25.17294
C -16.41406 -4.68487 -24.55672
H -16.07146 -4.86932 -23.53853
H -14.13528 -6.84812 -26.03041
H -12.01271 -5.29343 -25.61611
N -11.57973 -3.23856 -25.40058
H -13.94559 -7.00155 -19.38237
H -12.68850 -6.21658 -19.07339
H -11.50616 -4.84069 -23.34110
N -15.79929 -4.82891 -26.76818
C -14.81415 -6.58951 -25.21780
H -9.80890 -5.21093 -21.43432
H -16.76899 -3.65838 -24.64855
H -15.70876 -3.82428 -26.81955
C -13.23603 -7.71902 -23.85217
O -14.03907 -4.72454 -21.80290
H -9.24618 -4.08154 -26.25857
H -14.33464 -2.95641 -19.33229
H -9.46489 -5.70901 -26.29373
C -10.71797 -5.12864 -24.03677
H -14.10402 -4.43395 -19.09649
H -11.93184 -3.00711 -20.83157
H -10.82762 -2.67868 -25.02514
O -13.82782 -2.53928 -23.67532
C -10.04870 -4.79878 -26.43070
H -15.67211 -7.26168 -25.23230
C -9.15553 -5.37957 -22.29033
H -8.19421 -4.90037 -22.10504
*
```

These are the natural (NBO) partial charges, in e, on atoms 1 to 2: atom 1 (H): 0.3623, atom 2 (O): -0.9671



2.
Molecular formula: CH3N5O2
Method: DFT, ωB97M-V/def2-TZVPD

Its frontier orbital gap is 7.75 eV. Its LUMO energy is -0.0490 hartree.

ORCA input file:
```
! RIJCOSX wB97M-V def2-TZVPD def2/J DEFGRID3
* xyz 0 1
N 1.02039 0.70235 -0.09328
N 0.11536 -1.44294 0.16529
H 1.87977 -0.70911 0.72176
H -1.82523 2.53662 -0.49499
N -1.06630 -1.92161 0.03351
C 0.01876 -0.10616 -0.10067
N -1.30117 0.24890 -0.48602
O -2.03059 -1.01210 -0.13168
H 2.93805 0.52522 0.09460
N 2.17356 -0.15701 -0.10642
O -1.92260 1.33584 0.39790
*
```

These are the natural (NBO) partial charges, in e, on atoms 1 to 2: atom 1 (N): -0.2414, atom 2 (N): -0.2603



3.
Molecular formula: C27H30N5OPPtS
Method: DFT, ωB97M-V/def2-TZVPD

Its frontier orbital gap is 7.94 eV. Its LUMO energy is -0.2373 hartree.

ORCA input file:
```
! RIJCOSX wB97M-V def2-TZVPD def2/J DEFGRID3
* xyz 2 1
C -2.06651 -2.32645 1.24006
C -0.31727 1.31278 4.77679
H 1.99674 3.41503 3.50258
C 0.58804 2.35768 4.71878
C 3.30301 3.34925 0.02537
H 2.97133 4.34982 -0.24707
P 0.17829 -0.66903 1.28861
N -0.69488 -2.47562 -4.30801
C -2.45072 0.03209 0.86703
C -0.45975 0.45495 3.69534
C 2.35503 -4.40405 2.78777
C -1.57699 -1.02862 1.12870
H -3.72748 -0.56385 -5.82218
C 1.32494 2.57190 3.56546
H 0.22049 3.95465 -2.62138
H 1.12323 -4.21227 4.53716
H 3.46889 -4.31841 0.95557
C 1.96488 2.79401 -2.09429
C -3.42903 -2.56252 1.09723
C -3.30823 -0.14059 -4.91343
C 1.38049 -3.79810 3.57204
C 0.68811 3.54442 -1.72660
H -5.35490 -1.69650 0.74767
C 0.73916 -2.65806 3.12309
C 0.31123 0.62039 2.54780
H 2.35066 -2.28924 0.15307
H 1.16887 2.08240 -3.97968
H -1.19261 -0.34002 3.74589
H -3.81087 -3.56985 1.19089
C 1.69476 1.69281 -3.10752
C -4.29369 -1.51013 0.84383
N 1.81227 1.53704 0.08063
N -1.72237 -2.03284 -5.08641
C -3.80523 -0.21040 0.72650
H -4.48682 0.61037 0.54486
H 1.04015 0.89576 -2.69996
N -1.58501 0.21938 -2.35919
C 2.69717 -3.86147 1.55923
H -0.91865 1.16019 5.66267
C 1.18679 1.71899 2.47290
N -1.42809 -0.75313 -3.33201
H -2.43948 0.04697 -1.83598
C -0.48857 -1.72663 -3.23221
H 2.66375 3.50182 -2.55237
H 3.47705 1.54725 -1.18493
H -1.61030 1.14629 -2.77116
H 2.60593 1.19859 -3.44404
C 2.05417 -2.72124 1.10155
H 0.86739 4.38059 -1.05003
H -4.08614 -0.10791 -4.14977
C 1.06484 -2.11818 1.87396
H -2.07364 1.04736 0.79724
H 0.70558 3.02512 5.56111
C -2.17569 -0.98684 -4.47830
H -0.17846 -3.29940 -4.57791
H -0.03189 2.87949 -1.23913
H -0.00987 -2.19852 3.75341
H -1.39327 -3.15214 1.43064
S 0.66848 -1.99022 -2.00354
C 2.70567 2.25402 -0.86908
H -2.97970 0.87818 -5.12311
O 2.77633 3.06820 1.34599
H 4.38745 3.32479 0.08389
C 1.91792 2.07138 1.24919
Pt 0.78417 -0.02528 -0.68716
H 2.85291 -5.29644 3.14196
*
```

These are the natural (NBO) partial charges, in e, on atoms 1 to 2: atom 1 (C): -0.1714, atom 2 (C): -0.1546



4.
Molecular formula: C28H35IrN6O
Method: DFT, ωB97M-V/def2-TZVPD

Its frontier orbital gap (alpha / beta) is 7.91 / 6.57 eV. The expectation value of S² is 0.795. Its LUMO energy (alpha / beta) is -0.3178 / -0.3957 hartree.

ORCA input file:
```
! RIJCOSX wB97M-V def2-TZVPD def2/J DEFGRID3
* xyz 3 2
H -3.20340 2.08245 4.73178
C -2.33097 1.89782 4.12030
H 1.00284 2.48066 4.11080
C -3.56969 0.99398 0.15814
H 3.17626 0.92811 1.64669
C -0.04109 1.27498 2.67434
C -2.31640 0.37881 -0.02134
C 2.16837 3.69842 -1.10871
C -4.06837 0.74775 -2.18012
C -4.43423 1.15990 -0.90549
C 1.54033 -2.77670 0.88791
H 2.68590 1.57131 3.20964
H -2.56207 -0.15482 -3.38998
H 0.85727 -1.08187 -2.90576
H 3.76615 5.08085 -1.55331
C -0.07491 -0.52157 -2.84707
H 2.52702 -5.48015 2.29148
H 3.50712 -4.30276 1.40740
H 0.24157 -5.32271 2.39952
C -1.02295 -2.20361 -1.41898
H 2.56381 -2.44480 0.69988
H -1.36828 2.55690 -0.18293
N 0.57307 1.96008 -0.50508
H -1.45712 -2.42424 -0.45065
C 4.48428 3.07871 -1.41634
C -0.37632 2.88000 -0.46288
H -0.97288 4.92448 -0.70284
H -3.86178 1.39815 1.11041
H 1.48053 -0.18292 4.02906
N -0.67484 -0.74309 -1.50624
C 0.04789 2.11663 3.75927
H 2.20502 2.41688 1.72338
C 4.14426 1.72024 -1.23231
C -1.10618 2.46297 4.46261
H 0.09009 0.54137 -3.01649
H 2.61545 -5.56572 0.52299
C -2.43968 1.10033 2.99942
C 1.12295 4.64860 -1.04770
N 2.38662 -0.01099 -0.87657
H -0.70782 -0.92146 -3.63666
N 1.14542 0.61066 2.09373
C -0.14442 4.23243 -0.74853
C -2.82328 0.15704 -2.38932
N 1.42381 -4.00800 1.29682
H -5.39065 1.63693 -0.74165
C 3.51608 4.04205 -1.38055
H -0.12650 -2.80077 -1.57110
N -1.31219 0.29135 0.93380
H 3.14751 -0.62254 -0.59061
C 2.37698 1.44274 2.17372
O 0.55066 -2.00425 0.73130
H -1.74403 -2.42347 -2.20581
H 2.16926 -0.29960 -1.82904
H 1.33725 5.69342 -1.23563
H -3.38318 0.62708 2.77651
C -1.31232 0.85776 2.19509
C 2.85055 1.37408 -0.97756
C 2.59419 -4.89316 1.37905
H 4.91269 0.96048 -1.32173
C 1.84437 2.35112 -0.87230
H 0.52987 -1.24338 2.96669
C -1.95850 -0.02968 -1.33586
H -0.30125 -5.08039 0.73178
H 5.51378 3.34370 -1.61261
H 2.29428 -1.06303 2.73075
C 0.11275 -4.58666 1.61083
C 1.37036 -0.56029 3.01345
H -1.03047 3.12063 5.31776
H -4.73968 0.89020 -3.01585
Ir 0.49579 -0.00033 0.13672
H -0.56294 -3.80530 1.94519
*
```

These are the Löwdin partial charges, in e, on atoms 1 to 2: atom 1 (H): 0.1342, atom 2 (C): -0.0119



5.
Molecular formula: C3H3O2S
Method: DFT, ωB97M-V/def2-TZVPD

Its frontier orbital gap is 7.62 eV. Its LUMO energy is 0.1410 hartree.

ORCA input file:
```
! RIJCOSX wB97M-V def2-TZVPD def2/J DEFGRID3
* xyz -1 1
H -0.36054 -0.90238 1.95429
C -0.56486 -0.55987 0.94354
C 0.37223 0.56772 -1.35596
O 1.34533 0.92174 0.82720
H -1.34965 0.29769 1.05378
S 0.84968 -1.01519 -1.77543
C 0.48796 0.45503 0.13261
H -0.70623 -1.29795 0.17830
O -0.07391 1.53320 -1.95834
*
```

These are the natural (NBO) partial charges, in e, on atoms 1 to 2: atom 1 (H): 0.2052, atom 2 (C): -0.7281



6.
Molecular formula: C23H55MoN3OP4Se
Method: DFT, ωB97M-V/def2-TZVPD

Its frontier orbital gap (alpha / beta) is 3.43 / 3.26 eV. The expectation value of S² is 2.296. Its LUMO energy (alpha / beta) is -0.5120 / -0.5182 hartree.

ORCA input file:
```
! RIJCOSX wB97M-V def2-TZVPD def2/J DEFGRID3
* xyz 4 3
H -3.01852 0.20469 -0.22607
H 0.94858 -5.76400 4.66471
P -2.51082 2.48300 1.30791
H 4.06185 2.08896 -1.67207
H 1.72155 -1.59879 -4.62128
C -0.80476 0.62293 -3.80886
C 3.98803 0.12642 0.80288
H 3.76044 -2.76102 -0.52305
C 0.41600 -7.26094 3.23795
H 2.23341 1.05291 -4.53581
C -0.62577 -5.24445 -0.60089
C -0.84100 -3.87060 -0.75858
H 1.18673 2.49953 -4.68258
H 2.36018 -6.71312 3.89438
H 3.59087 -0.60259 1.52654
N -3.89488 1.97698 0.55506
H 1.02988 -5.14875 2.36709
H -5.89017 1.64760 1.13941
C 4.29544 -0.86279 -2.93689
H -0.96759 5.18886 1.82191
H 0.60599 -2.73584 2.14184
H 4.62528 0.84999 1.33808
H -2.97670 2.35537 4.86969
C 0.50657 -4.79245 1.49115
H -5.66449 2.97529 -0.00737
C 0.26078 -3.42372 1.37219
H 4.60927 -0.41274 0.07012
H -4.80877 0.30612 -0.32934
H 0.16377 -6.77578 0.72303
H -0.70193 2.61880 -1.20753
N -2.35899 2.06975 2.91592
C 3.25919 -3.09970 -1.44045
H -3.79265 1.27268 -1.43953
Se -0.85121 -1.08890 -0.06530
H -1.64779 0.30441 -3.18025
P 2.74208 -1.66726 -2.42817
H -2.26294 0.26253 3.97587
H 3.95478 -3.70725 -2.03977
H -0.67186 1.05688 3.70621
C -3.87217 0.88173 -0.40795
H -1.11982 1.45034 -4.46555
H 4.15991 2.87369 -0.06346
C -5.22340 2.47985 0.86864
H 4.07937 -0.02288 -3.61214
H -1.48007 0.21975 2.35993
H 0.68618 3.47864 -1.92202
H 4.85880 -0.50075 -2.06595
H 2.95821 -2.89287 -4.47716
C -0.41636 -2.97870 0.23542
H 0.55719 -0.44266 0.50823
H -0.78652 3.19763 -2.91874
C -1.65781 0.84081 3.25587
H 1.33800 -3.11391 -3.73323
H -0.65065 -7.03430 3.25633
C -0.13576 2.78493 -2.13475
C -3.38821 2.46608 3.85761
H -0.97430 -5.94005 -1.36750
O -1.29124 2.01721 0.58203
C 2.12427 -2.38578 -3.97016
C 3.47886 2.42674 -0.80295
C -3.18859 4.89424 0.32517
H 2.37296 -3.69507 -1.17390
H -1.32704 -3.46660 -1.64768
N -2.78126 4.11921 1.49326
C 1.77875 1.87241 1.37128
H 0.75586 2.17478 1.08626
H 0.72127 -8.10440 2.60430
H -0.46649 -0.22777 -4.41665
C -1.87201 4.86933 2.36377
H -3.81023 5.73768 0.66151
H -5.20329 3.18810 1.70004
H 2.75000 3.18650 -1.11672
Mo 1.26675 -0.33666 -1.20479
C 0.03250 -5.70721 0.54990
P 0.55962 1.19989 -2.74840
H 2.51472 2.46970 -3.48476
H -2.39093 5.76300 2.73705
C 1.28203 -6.54859 3.97006
P 2.61794 1.01921 0.00081
H -1.57313 4.25686 3.21996
H -3.78280 4.28008 -0.36207
H -4.28610 1.83796 3.76228
H 2.37491 2.75766 1.63612
C 1.74433 1.86167 -3.97780
H -2.31070 5.28726 -0.21179
H 1.71575 1.17428 2.22002
H -3.66716 3.51018 3.71553
H 4.89802 -1.61220 -3.47336
*
```

These are the Löwdin partial charges, in e, on atoms 1 to 2: atom 1 (H): -0.0169, atom 2 (H): 0.0715



How do the records compare in total energy? In the order shown, they have -26117.68647 -12621.16743 -61342.38109 -43408.09046 -18090.38776 -135577.26959 eV.